Entry 1:
Density functional theory data (ωB97M-V with the def2-TZVPD basis set) for a cluster of 6 separate species, C27H51IO7 in total in a non-equilibrium geometry.

- E_LUMO (eV) = 0.4790
- highest occupied orbital energy (eV) = -8.9704
- SMILES string = O=C1C[C@H](CCCI)CO1.C1CCOC1.C1CCOC1.C1CCOC1.C1CCOC1.C1CCOC1
- HOMO-LUMO gap (hartree) = 0.347
- E_tot (Ha) = -1883.6593
- M (g mol⁻¹) = 614.6
- net charge = 0

Each line ends with the Löwdin charge.
CARTESIAN COORDINATES (ANGSTROEM)
O 0.288 -3.750 2.128  0.16
C 0.228 -4.200 1.059  -0.53
C 0.997 -5.437 0.578  -0.02
C 0.365 -5.691 -0.787  -0.28
C 1.386 -5.824 -1.958  -0.15
C 1.318 -4.731 -3.005  -0.32
C 1.629 -3.337 -2.448  -0.56
I 0.251 -1.883 -3.302  0.82
C -0.813 -4.755 -0.883  -0.09
O -0.541 -3.727 0.100  0.04
H 0.792 -6.303 1.189  0.10
H 2.072 -5.352 0.552  0.12
H -0.068 -6.682 -0.730  0.12
H 2.380 -5.871 -1.542  0.11
H 1.199 -6.763 -2.462  0.11
H 0.387 -4.713 -3.547  0.06
H 2.075 -4.952 -3.748  0.11
H 1.466 -3.259 -1.386  0.03
H 2.591 -2.975 -2.740  0.03
H -1.052 -4.359 -1.849  0.09
H -1.675 -5.279 -0.493  0.12
C -0.995 -1.039 5.744  -0.17
C -1.200 -1.701 4.386  -0.18
C -1.903 -2.992 4.772  -0.21
O -2.663 -2.704 5.953  -0.15
C -2.270 -1.432 6.476  -0.21
H -0.851 0.039 5.691  0.11
H -0.126 -1.475 6.243  0.11
H -1.859 -1.086 3.768  0.12
H -0.280 -1.873 3.834  0.10
H -1.180 -3.779 5.011  0.12
H -2.571 -3.359 3.993  0.11
H -3.077 -0.716 6.279  0.11
H -2.134 -1.512 7.555  0.11
C 0.960 2.038 0.067  -0.17
C 0.970 3.301 -0.787  -0.18
C 2.196 3.075 -1.659  -0.20
O 2.315 1.660 -1.836  -0.15
C 1.437 0.989 -0.927  -0.23
H -0.014 1.802 0.495  0.11
H 1.677 2.135 0.886  0.11
H 0.070 3.341 -1.406  0.11
H 1.026 4.223 -0.209  0.11
H 3.105 3.437 -1.167  0.12
H 2.114 3.559 -2.632  0.11
H 0.603 0.576 -1.501  0.05
H 1.970 0.165 -0.450  0.12
C 4.005 7.976 -3.272  -0.17
C 3.683 7.565 -4.704  -0.17
C 2.916 6.268 -4.490  -0.21
O 2.241 6.395 -3.235  -0.16
C 2.748 7.538 -2.536  -0.20
H 4.215 9.038 -3.155  0.11
H 4.869 7.415 -2.909  0.11
H 3.035 8.312 -5.169  0.11
H 4.562 7.438 -5.334  0.11
H 3.595 5.410 -4.430  0.12
H 2.184 6.074 -5.275  0.12
H 1.982 8.319 -2.558  0.11
H 2.939 7.272 -1.496  0.12
C -2.635 8.288 -0.662  -0.17
C -2.152 6.900 -1.067  -0.17
C -0.736 7.189 -1.542  -0.21
O -0.272 8.307 -0.775  -0.15
C -1.370 8.896 -0.073  -0.21
H -3.466 8.277 0.042  0.11
H -2.944 8.848 -1.547  0.11
H -2.129 6.243 -0.194  0.11
H -2.766 6.426 -1.832  0.11
H -0.719 7.471 -2.600  0.12
H -0.059 6.347 -1.401  0.10
H -1.270 8.650 0.990  0.12
H -1.329 9.980 -0.183  0.12
C -3.516 -8.519 2.018  -0.17
C -2.646 -7.838 3.068  -0.16
C -1.317 -7.715 2.339  -0.19
O -1.627 -7.575 0.943  -0.16
C -3.013 -7.878 0.734  -0.20
H -4.584 -8.374 2.171  0.11
H -3.315 -9.593 2.006  0.11
H -3.043 -6.846 3.295  0.12
H -2.566 -8.393 4.001  0.11
H -0.708 -8.617 2.465  0.12
H -0.735 -6.854 2.670  0.11
H -3.541 -6.941 0.525  0.12
H -3.111 -8.533 -0.133  0.12


Entry 2:
Density functional theory data (ωB97M-V with the def2-TZVPD basis set) for a cluster of 5 separate species, C27H52BF4N5O2P in total in a non-equilibrium geometry.

- E_LUMO (eV) = 1.8644
- highest occupied orbital energy (eV) = -4.8818
- HOMO-LUMO gap (hartree) = 0.248
- E_tot (Ha) = -2249.9230
- M (g mol⁻¹) = 596.5
- net charge = -1

Each line ends with the Löwdin charge.
CARTESIAN COORDINATES (ANGSTROEM)
C 0.699 -3.345 -0.640  -0.12
O 0.637 -2.323 -1.654  -0.29
C 0.471 -1.015 -1.083  -0.22
C 0.192 -0.004 -2.289  -0.14
C 0.411 1.526 -1.842  -0.19
C -0.963 2.339 -1.850  -0.20
C -1.586 2.522 -0.374  -0.21
C -3.181 2.479 -0.437  -0.21
C -3.789 1.099 0.086  -0.21
C -5.384 1.062 0.078  -0.16
B -6.044 0.174 -1.134  -0.83
N -7.585 0.296 -0.989  0.02
P -5.658 0.957 -2.878  0.75
O -5.653 2.515 -2.856  -0.56
C -5.700 -1.448 -1.041  -0.31
F -6.909 -2.195 -1.086  0.00
F -5.108 -1.802 0.212  0.01
C -4.824 -2.028 -2.224  -0.24
F -4.765 -3.443 -2.036  -0.02
F -3.492 -1.604 -2.205  0.01
H 0.640 -4.351 -1.146  0.09
H -0.175 -3.162 0.065  0.10
H 1.697 -3.260 -0.098  0.07
H -0.399 -0.966 -0.348  0.13
H 1.438 -0.759 -0.545  0.12
H 0.922 -0.297 -3.105  0.09
H -0.868 -0.125 -2.666  0.11
H 1.110 2.036 -2.571  0.10
H 0.874 1.566 -0.812  0.10
H -1.735 1.879 -2.540  0.10
H -0.729 3.363 -2.266  0.10
H -1.264 3.571 -0.062  0.10
H -1.130 1.813 0.374  0.09
H -3.470 2.714 -1.503  0.09
H -3.561 3.326 0.206  0.10
H -3.474 1.038 1.183  0.08
H -3.301 0.218 -0.421  0.10
H -5.690 0.553 1.055  0.10
H -5.811 2.110 0.143  0.10
H -7.841 0.575 -0.041  0.04
H -7.957 0.957 -1.681  0.03
H -4.421 0.497 -3.445  -0.01
H -6.764 0.599 -3.747  0.00
H -5.313 -1.904 -3.239  0.16
C 3.276 -3.825 -5.927  -0.12
C 3.064 -3.807 -4.416  -0.28
C 2.445 -2.503 -3.913  -0.19
C 3.345 -1.355 -4.240  -0.23
N 4.048 -0.464 -4.494  0.12
H 3.975 -3.049 -6.245  0.07
H 3.692 -4.786 -6.241  0.07
H 2.331 -3.675 -6.457  0.08
H 4.024 -3.972 -3.922  0.08
H 2.412 -4.639 -4.138  0.11
H 2.303 -2.548 -2.835  0.07
H 1.470 -2.337 -4.376  0.12
C -3.037 2.670 3.522  -0.11
C -2.264 3.484 4.555  -0.26
C -1.201 4.387 3.926  -0.18
C -0.203 3.559 3.186  -0.20
N 0.567 2.908 2.610  0.16
H -2.383 1.987 2.976  0.06
H -3.802 2.064 4.011  0.08
H -3.533 3.323 2.798  0.08
H -1.794 2.800 5.267  0.11
H -2.967 4.103 5.120  0.11
H -0.684 4.958 4.700  0.11
H -1.660 5.096 3.232  0.12
C 4.725 2.628 5.985  -0.12
C 4.370 1.587 4.929  -0.27
C 2.917 1.687 4.458  -0.20
C 1.991 1.472 5.612  -0.23
N 1.275 1.305 6.511  0.13
H 4.131 2.499 6.893  0.07
H 5.776 2.539 6.269  0.07
H 4.560 3.641 5.607  0.08
H 4.559 0.589 5.337  0.11
H 5.032 1.713 4.068  0.11
H 2.715 0.932 3.695  0.11
H 2.720 2.668 4.022  0.09
C 5.216 -2.073 1.132  -0.11
C 6.250 -3.056 0.594  -0.27
C 6.075 -3.345 -0.899  -0.17
C 4.730 -3.946 -1.149  -0.18
N 3.682 -4.408 -1.343  0.18
H 4.201 -2.467 1.045  0.06
H 5.396 -1.874 2.191  0.07
H 5.262 -1.121 0.595  0.08
H 6.183 -3.989 1.161  0.11
H 7.251 -2.649 0.762  0.11
H 6.843 -4.041 -1.241  0.11
H 6.168 -2.425 -1.482  0.12


Entry 3:
Density functional theory data (ωB97M-V with the def2-TZVPD basis set) for a structure of composition C27H52BINO28P in a non-equilibrium geometry.

- E_LUMO (eV) = 2.2572
- highest occupied orbital energy (eV) = -2.0367
- HOMO-LUMO gap (hartree) = 0.158
- E_tot (Ha) = -3885.4976
- M (g mol⁻¹) = 1007.4
- net charge = -2

Each line ends with the Löwdin charge.
CARTESIAN COORDINATES (ANGSTROEM)
N 0.244 -6.560 0.905  -0.23
P -0.728 -6.139 2.075  0.56
O -1.883 -7.342 2.222  -0.30
O 0.046 -6.105 3.550  -0.22
B -1.676 -4.458 1.707  -1.29
I -3.478 -4.626 3.073  0.76
O -1.898 -4.294 0.290  -0.08
C -2.276 -2.917 -0.011  -0.19
C -3.797 -3.067 -0.293  -0.15
C -4.473 -1.824 -0.970  -0.19
C -6.035 -1.992 -0.790  -0.18
C -6.513 -1.687 0.658  -0.15
O -7.990 -1.792 0.665  -0.08
C -8.456 -2.401 1.793  -0.36
O -8.422 -3.572 2.005  0.08
C -1.779 -2.230 1.344  -0.29
C -0.550 -1.342 0.843  -0.09
O 0.530 -2.195 0.344  -0.15
O 0.856 -1.781 -0.948  -0.08
C -2.684 -1.190 2.096  -0.63
O -3.877 -0.944 1.824  -0.06
O -2.126 -0.592 3.084  -0.09
O -1.082 -3.205 2.134  -0.06
H 0.219 -5.842 0.180  -0.06
H -2.507 -7.206 1.490  0.04
H 0.108 -5.197 3.887  0.06
H -1.743 -2.517 -0.905  0.14
H -3.903 -3.919 -1.018  0.13
H -4.395 -3.350 0.596  0.05
H -4.113 -0.842 -0.589  0.10
H -4.285 -1.832 -2.074  0.10
H -6.615 -1.466 -1.585  0.10
H -6.223 -3.089 -0.957  0.11
H -6.157 -0.688 0.991  0.12
H -6.152 -2.477 1.360  0.12
H -8.957 -1.739 2.553  0.15
H -0.824 -0.657 0.010  0.13
H -0.108 -0.755 1.684  0.13
H 0.501 -2.423 -1.587  0.10
C 3.284 4.220 -0.704  -0.05
O 4.044 3.058 -0.383  -0.02
C 3.329 1.917 -0.360  -0.61
O 2.155 1.822 -0.581  0.15
O 4.161 0.921 -0.050  -0.04
C 3.540 -0.375 0.015  -0.02
H 3.960 5.074 -0.694  0.08
H 2.854 4.134 -1.702  0.10
H 2.503 4.388 0.038  0.10
H 3.119 -0.652 -0.950  0.09
H 2.773 -0.398 0.788  0.10
H 4.314 -1.097 0.274  0.09
C -7.577 -4.734 -6.854  -0.06
O -8.575 -4.810 -5.841  -0.01
C -8.269 -4.134 -4.721  -0.62
O -7.263 -3.506 -4.533  0.13
O -9.277 -4.284 -3.860  0.00
C -9.087 -3.614 -2.608  -0.03
H -7.930 -5.313 -7.706  0.09
H -7.427 -3.702 -7.172  0.10
H -6.639 -5.167 -6.504  0.10
H -8.997 -2.538 -2.757  0.10
H -8.211 -4.003 -2.090  0.09
H -9.965 -3.806 -1.995  0.09
C 6.903 1.011 1.291  -0.03
O 7.728 0.347 2.255  0.01
C 8.227 -0.817 1.839  -0.62
O 8.044 -1.323 0.763  0.13
O 8.972 -1.329 2.829  0.00
C 9.570 -2.584 2.519  -0.05
H 6.556 1.941 1.738  0.10
H 7.476 1.250 0.395  0.10
H 6.038 0.405 1.043  0.07
H 10.248 -2.489 1.670  0.09
H 8.806 -3.336 2.317  0.10
H 10.144 -2.898 3.389  0.09
C -9.675 -5.895 4.075  -0.03
O -10.708 -5.978 5.070  0.00
C -10.440 -5.322 6.198  -0.62
O -9.445 -4.693 6.436  0.14
O -11.483 -5.485 7.031  -0.01
C -11.330 -4.830 8.286  -0.06
H -10.007 -6.464 3.209  0.09
H -9.515 -4.863 3.769  0.08
H -8.749 -6.334 4.444  0.11
H -11.236 -3.752 8.150  0.10
H -10.467 -5.224 8.824  0.10
H -12.226 -5.029 8.872  0.09
C 6.861 8.520 -3.688  -0.04
O 7.625 7.358 -3.364  -0.01
C 6.915 6.222 -3.341  -0.61
O 5.736 6.124 -3.564  0.13
O 7.748 5.224 -3.027  0.00
C 7.122 3.942 -2.966  -0.03
H 7.539 9.372 -3.676  0.08
H 6.430 8.432 -4.685  0.10
H 6.081 8.687 -2.945  0.10
H 6.701 3.673 -3.935  0.10
H 6.352 3.925 -2.194  0.09
H 7.885 3.210 -2.708  0.09
C 10.434 14.115 -2.601  -0.05
O 11.204 12.959 -2.275  0.00
C 10.499 11.821 -2.250  -0.62
O 9.321 11.716 -2.473  0.12
O 11.330 10.826 -1.935  0.00
C 10.707 9.542 -1.872  -0.04
H 11.108 14.970 -2.590  0.09
H 10.004 14.023 -3.598  0.10
H 9.652 14.279 -1.859  0.10
H 10.286 9.270 -2.840  0.09
H 9.936 9.526 -1.101  0.10
H 11.472 8.815 -1.610  0.10


HOMO-LUMO gap of number 1 (C27H51IO7)? 0.347 hartree